Molecular formula: C2H5N3O
Method: DFT, wB97M-V/def2-TZVPD

Last column: Löwdin charge in e.
Cartesian coordinates (Å):
H -2.13 -1.45 0.02  0.10
N -2.10 -0.31 0.22  0.04
C -0.82 0.08 0.15  -0.48
N -0.42 1.39 -0.17  0.08
N 0.27 -0.86 -0.08  0.08
C 1.58 -0.56 -0.12  -0.24
O 1.80 0.58 0.36  -0.07
H 0.52 1.75 -0.13  0.05
H -1.09 2.34 -0.13  0.19
H -0.12 -1.77 -0.01  0.11
H 2.50 -1.19 -0.11  0.15

* 2S+1: 1
* relative energy (zero: lowest compared OMol25 entry of this formula, charge and spin): 65.5 kcal per mole
* LUMO energy: 0.57 eV
* total charge: 0
* HOMO: -9.06 eV
* frontier orbital gap: 9.6 eV
* energy: -318.6462 hartree
* SMILES: [H]/N=C(/N)NC=O